ORCA calculation (ωB97M-V/def2-TZVPD) on 2 unconnected molecules or ions with the total composition C3H9FN3O.

```
17
Properties=species:S:1:pos:R:3
N 2.620 -0.067 0.712
C 1.299 -0.030 0.671
N 0.512 -1.096 0.364
C -0.892 -0.562 0.586
C -0.681 0.881 0.163
N 0.587 1.146 0.894
F 0.425 1.390 2.245
H 3.096 -0.817 1.188
H 3.135 0.649 0.227
H 0.679 -1.241 -0.639
H -0.997 -0.617 1.665
H -1.650 -1.121 0.064
H -1.498 1.569 0.315
H -0.350 0.861 -0.870
O -1.990 -0.505 -2.192
H -1.426 -0.037 -2.817
H -2.869 -0.403 -2.576
```

Output
**HOMO level**: -15.07 eV
**Charge**: +1
**Spin multiplicity**: 1
**Lowest unoccupied orbital energy**: -5.5 eV